Entry 1:
Computed, not measured: a gas-phase ion, C4H10NO (charge -1), with ωB97M-V with the def2-TZVPD basis set.

Structure (ORCA input):
```
! wB97M-V def2-TZVPD RIJCOSX def2/J DEFGRID3
* xyz -1 1
O 1.6452 1.2113 0.8226
N 0.0925 -0.9114 0.8160
C 0.2053 -0.5500 -1.6817
C -0.2766 -1.3951 -0.5032
C 0.3453 1.5760 0.9247
C -0.5974 0.3334 1.1827
H -0.8343 0.2851 2.2487
H 0.1202 2.2836 1.7592
H -0.5624 -0.5376 -2.4583
H 1.1887 -0.8451 -2.0667
H -0.0228 2.0638 -0.0135
H -1.5381 0.4401 0.6388
H 0.4299 0.4544 -1.3234
H 0.1129 -2.4112 -0.6252
H -1.3732 -1.4588 -0.5215
H 1.0648 -0.5385 0.8008
*
```

HOMO-LUMO gap in hartree: 0.256
ΔE to the lowest compared entry with this formula, charge and spin in kcal per mole: 12.7
SMILES string: CCNCC[O-]
Lowest unoccupied orbital energy in eV: 4.392

Entry 2:
Computed, not measured: 2 unconnected molecules or ions with the total composition CH3NO4 at a distorted geometry, with ωB97M-V with the def2-TZVPD basis set.

Structure (ORCA input):
```
! wB97M-V def2-TZVPD RIJCOSX def2/J DEFGRID3
* xyz 0 1
O -0.1002 2.1703 0.3973
O 0.5087 -1.5730 -1.4195
O -0.7730 1.2433 1.0489
O 0.3450 -1.0624 1.6658
N -0.0698 -0.5643 -0.5831
C 0.1950 -0.4989 0.6747
H -0.4146 0.2148 -1.0976
H 0.5178 2.2781 1.0673
H -0.2089 -2.2079 -1.7537
*
```

HOMO-LUMO gap (spin up / spin down) in hartree: 0.319 / 0.319
ΔE to the lowest compared entry with this formula, charge and spin in kcal per mole: 107.9
Lowest unoccupied orbital energy (spin up / spin down) in eV: 0.066 / 0.066

Entry 3:
Computed, not measured: 9 unconnected molecules or ions with the total composition C39H72O14S9 at a distorted geometry, with ωB97M-V with the def2-TZVPD basis set.

Structure (ORCA input):
```
! wB97M-V def2-TZVPD RIJCOSX def2/J DEFGRID3
* xyz 0 1
S -8.7926 0.9988 0.4898
S 1.4326 0.3811 -7.2799
S 6.8871 -2.6637 8.9475
S 2.4351 -1.6981 8.9623
S 2.3974 1.5947 -12.3537
S -8.0300 -4.1819 -2.6210
S -3.3814 1.8097 1.9810
S -0.9480 2.3796 6.7617
S 1.1463 -4.5672 2.6970
O 6.4836 -1.4124 9.6584
O 0.9209 -3.8638 1.3957
O -0.6495 1.4379 7.8858
O 2.4232 -0.5659 -7.9042
O 3.7657 2.5623 -0.4872
O 2.8784 2.6593 -11.4198
O -2.1852 0.6290 -1.7730
O -0.4485 4.1083 -3.1456
O 2.2258 -3.1738 8.8235
O -8.5319 1.0613 1.9612
O -8.4406 -2.9302 -1.9137
O -3.1189 1.8707 3.4531
O 0.0690 -0.2320 -7.0967
O -1.4576 -1.3738 -0.9239
C -0.1251 -1.9481 -1.0186
C -1.7711 -0.5401 -2.0327
C -7.7838 -5.4566 -1.3661
C -1.7023 -0.9542 -3.5737
C 1.9907 1.0697 -5.6400
C 8.6314 -2.4997 8.5092
C 0.9752 -1.1661 -0.1039
C 1.1731 2.2466 -5.0295
C 0.8138 4.0826 -3.0391
C 3.0391 1.9837 -13.9960
C 3.6473 1.1585 -3.4756
C -6.2857 -4.0106 -3.0553
C -0.1887 3.9669 7.1690
C 0.8170 -0.9435 9.2265
C 2.0654 -0.4212 -1.0205
C -0.4735 -4.8869 3.4270
C 3.7123 5.6815 -0.5859
C 2.0837 7.6864 -1.5206
C 1.2214 6.6573 -2.3211
C 3.5662 -0.9714 -0.8753
C -8.4388 -0.6858 -0.0525
C 3.2143 0.5370 -4.8545
C -10.5808 0.8943 0.2599
C 1.6554 5.1751 -2.2422
C 1.5239 -6.2926 2.3213
C 3.2894 7.1891 -0.6559
C 1.2637 1.8709 -8.4087
C 0.6705 1.9538 -12.7413
C 3.0562 -1.3935 10.6301
C 4.4155 -0.9775 -2.2344
C 2.8696 2.3591 -2.8579
C 2.8862 4.6640 -1.4189
C -3.0302 0.1242 1.4408
C 4.8987 0.5120 -2.7048
C 7.1309 -3.9429 10.1986
C 1.6282 2.8710 -3.6909
C -2.6540 2.9347 6.9583
C 3.2221 3.0849 -1.4912
C -5.1696 1.7083 1.7528
H 0.2435 2.6174 -5.6002
H -3.3245 0.0066 0.3974
H 3.8721 7.9666 -0.0658
H 0.3224 6.9239 -2.9662
H 0.3202 1.2672 -13.5139
H 4.1409 -0.4231 -0.0392
H 4.1229 1.8641 -13.9807
H 1.4264 -1.8263 0.7084
H -1.9585 -0.0534 1.5350
H 1.8113 8.8001 -1.5842
H 3.4756 -2.0798 -0.5453
H -8.7512 -5.6975 -0.9238
H 8.9934 -3.4428 8.0958
H -10.9870 0.0812 0.8642
H 8.7264 -1.7154 7.7572
H 2.4002 -1.8664 11.3638
H -5.9183 -4.9529 -3.4657
H 2.0760 0.6835 -0.6955
H -7.3665 -0.8618 0.0426
H 0.9413 0.1165 9.4519
H 2.7915 3.0139 -14.2584
H -2.8695 3.7148 6.2263
H 3.1067 -0.3181 10.8089
H 3.7710 -1.4748 -3.0397
H 6.1634 -4.1806 10.6426
H -2.5006 -1.7357 -3.8234
H 5.2793 1.1385 -1.8326
H 1.2180 2.7974 -7.7354
H 2.6097 1.2961 -14.7268
H 0.3018 -1.4447 10.0484
H -3.3155 2.0852 6.7858
H 1.5756 -6.8643 3.2495
H 0.2848 -2.0474 -2.0790
H 5.7464 0.4252 -3.4871
H -7.3667 -6.3509 -1.8325
H -0.3555 -5.5052 4.3185
H -11.0258 1.8385 0.5766
H -1.1161 -5.3905 2.7023
H 2.1324 1.8881 -9.1471
H 0.7559 -6.7080 1.6661
H 0.0769 1.8132 -11.8371
H 9.2137 -2.2281 9.3917
H 3.8431 -0.3350 -5.2499
H 5.4004 -1.5800 -2.1368
H -8.9796 -1.3996 0.5711
H -0.9211 -3.9322 3.7063
H -6.1925 -3.2276 -3.8090
H -0.1967 -3.0036 -0.5516
H 0.2571 1.7794 -8.9499
H -10.8030 0.7257 -0.7953
H -5.7070 -3.7342 -2.1719
H 0.2314 -1.0509 8.3133
H -0.4867 4.7130 6.4303
H 1.7167 -0.4029 -2.1259
H 4.0569 -1.8199 10.7096
H -0.6591 -1.3141 -3.8723
H -8.7320 -0.8023 -1.0961
H 2.4905 -6.3331 1.8177
H -3.5720 -0.5879 2.0670
H 7.5429 -4.8379 9.7289
H -2.8077 3.3151 7.9702
H -7.1110 -5.0893 -0.5889
H 0.5719 2.9859 -13.0828
H -5.3925 1.5399 0.6975
H 4.5963 5.3270 0.0501
H 0.3684 -0.3373 0.4326
H 7.8072 -3.5805 10.9751
H -5.5776 0.8961 2.3570
H -0.4971 4.2825 8.1676
H -1.9114 -0.0171 -4.2162
H -5.6137 2.6526 2.0692
H 0.8953 3.8478 7.1452
*
```

HOMO-LUMO gap in hartree: 0.245
Lowest unoccupied orbital energy in eV: -1.418

Entry 4:
Computed, not measured: 8 unconnected molecules or ions with the total composition C12H40O8 at a distorted geometry, with ωB97M-V with the def2-TZVPD basis set.

Structure (ORCA input):
```
! wB97M-V def2-TZVPD RIJCOSX def2/J DEFGRID3
* xyz 0 1
O -0.3384 0.3651 -0.9589
O -3.0113 1.4733 2.4008
O -0.6709 -1.5940 -2.9205
O 2.6906 2.5292 -3.0433
O 1.2099 0.0335 3.0182
O -0.3243 2.9283 -1.9075
O 3.2353 -2.3980 2.2309
O -1.8048 -0.9959 3.3409
C -1.9712 -1.6921 2.0959
C -1.9018 2.1760 1.7237
C 1.4547 -1.3307 5.1623
C 1.8052 -0.0320 4.4359
C 2.5028 -2.6191 0.9922
C 0.8748 0.6354 -0.2207
C -1.6714 -2.3390 -4.9284
C 1.4528 1.2087 5.2651
C -1.5076 -1.1511 -4.0031
C -0.6532 2.7232 -3.2543
C -2.7750 -0.6008 -3.4262
C 2.8131 1.5550 -4.0151
H -2.9766 -1.9804 1.9102
H -0.3650 2.0692 -1.4227
H -0.2109 -0.4338 -1.4696
H 2.5121 0.5126 -3.6128
H -3.4115 -1.4692 -3.1383
H -2.3019 -2.0596 -5.7727
H -1.1383 -2.3904 -2.6489
H 3.1299 -1.4831 2.4575
H 2.9144 -2.0871 0.1253
H -1.4515 2.9436 2.3334
H 2.0819 1.6936 -4.8823
H -3.2870 0.0221 -4.1689
H 1.1037 -0.1448 0.5036
H -2.2088 2.5977 0.7763
H 1.7959 2.6528 -2.6789
H 2.8423 -0.1270 4.1882
H -0.9615 -0.3309 -4.4601
H 2.1107 1.5399 6.0324
H -1.7367 2.6426 -3.3922
H 1.4615 -2.3047 1.1109
H -2.1871 -0.1219 3.2072
H 1.6769 0.7619 -0.8872
H 0.6675 1.5997 0.2514
H 0.2754 -0.2143 2.9785
H -3.7379 2.0586 2.4584
H -1.1615 1.4137 1.5401
H -1.6281 -1.1277 1.2484
H 3.8075 1.4392 -4.3349
H 0.5304 1.0780 5.8077
H -0.3044 3.5725 -3.9050
H -0.7031 -2.7057 -5.2489
H 0.4112 -1.4678 5.3027
H -2.5515 -0.0644 -2.5383
H -0.2239 1.7992 -3.5980
H -1.4769 -2.7039 2.0761
H 1.8673 -1.0576 6.1312
H 1.3267 2.0351 4.6095
H 2.4651 -3.7242 0.8160
H -2.2600 -3.0908 -4.4389
H 1.8942 -2.2177 4.7458
*
```

HOMO-LUMO gap in hartree: 0.380
ΔE to the lowest compared entry with this formula, charge and spin in kcal per mole: 88.2
SMILES string: CC(C)O.CC(C)O.CO.CO.CO.CO.CO.CO
Lowest unoccupied orbital energy in eV: 0.452

no.,calculated total energy (Ha)
1,-288.3714
2,-395.3799
3,-6165.6307
4,-1082.9823